ORCA calculation (the ωB97M-V functional and the def2-TZVPD basis) on a molecular structure, C28H60BCsO14S7 at a distorted geometry.

XYZ file:
```
111
Properties=species:S:1:pos:R:3:forces:R:3
Cs -1.252579 -3.377690 -15.213273 0.1148 0.1225 0.6236
B 1.284663 -1.447788 -15.880679 0.5267 0.8113 0.0564
H 2.101035 -1.055004 -16.612861 0.8051 0.5612 -0.9368
H 1.074992 -2.543896 -16.093561 0.2261 -2.2684 -0.1848
H 1.556508 -1.175814 -14.782934 0.4116 -0.0291 1.2772
H 0.280631 -0.935019 -16.064706 -1.8911 1.1533 -0.6201
C 1.611367 2.147452 -19.815685 -0.5362 -0.9903 0.0630
C 0.313903 1.302932 -19.714989 -0.4381 0.4639 0.9419
C -0.221761 1.514126 -18.267074 0.8679 0.3958 -0.4679
S 0.213602 3.237473 -17.876807 -0.1367 -0.1996 -0.3193
O 0.955365 3.268833 -16.623534 -0.2514 0.1584 -0.5105
O -0.930127 4.094484 -18.074564 -0.0367 -0.0203 0.3612
C 1.350027 3.541026 -19.276884 -0.4038 -0.9708 0.7517
H 1.878482 2.163581 -20.870525 0.5798 -0.0083 0.1640
H 2.311502 1.599673 -19.180841 0.5119 0.2850 -0.3348
H 0.531843 0.243961 -19.780371 0.1121 -0.0118 -0.5534
H -0.375486 1.588823 -20.508559 -0.2420 -0.0595 0.1624
H 0.380507 0.872111 -17.619113 -0.0422 0.1407 0.2269
H -1.270715 1.357492 -18.029227 -0.0984 0.1488 -0.2772
H 2.204181 4.009938 -18.796950 0.0935 0.2862 -0.4335
H 0.821195 4.118805 -20.028578 0.0579 0.4279 0.2753
C 3.630847 1.846332 -14.948312 0.5433 -0.1170 -0.8497
C 4.956992 2.618943 -14.758620 -0.6179 0.2891 0.4363
C 5.779652 1.786316 -13.762985 -0.7265 -0.0813 -0.4472
S 4.574402 1.327588 -12.495838 0.1510 -0.3752 -0.1446
O 4.476629 2.366033 -11.485733 0.1210 -0.5828 -0.3994
O 4.835689 -0.058297 -12.120143 -0.2317 0.6759 0.1071
C 3.123832 1.430066 -13.584182 -0.0873 -0.2503 0.6310
H 3.840693 0.969768 -15.571253 -0.0924 -0.2406 0.2829
H 2.883930 2.391406 -15.525357 0.0212 0.2522 0.2359
H 4.657593 3.590291 -14.355922 0.4838 0.0935 0.1971
H 5.495036 2.801941 -15.686460 -0.0269 -0.1386 -0.0646
H 6.681449 2.218510 -13.342174 -0.1241 0.1628 0.1543
H 6.005314 0.833133 -14.244758 0.2212 -0.0261 0.0748
H 2.469709 2.126685 -13.059715 0.0664 0.3101 -0.3189
H 2.605329 0.475201 -13.600977 0.1084 -0.2381 0.0574
C -0.670933 1.794877 -12.822988 0.3076 0.1279 -0.0843
C -2.045924 2.293300 -12.377918 -0.9755 -0.5113 0.8059
C -3.108277 1.598494 -13.234842 -0.1212 -0.9429 -0.8147
S -2.230534 0.995014 -14.720376 1.3095 1.5115 -0.3365
O -2.816408 1.551493 -15.927700 -0.1533 -0.5649 0.2330
O -1.949044 -0.428163 -14.643680 -0.7449 0.1738 0.2273
C -0.680275 1.862725 -14.341101 -0.5404 0.2602 -0.1523
H -0.511381 0.754661 -12.530237 0.0643 0.0921 0.2639
H 0.105260 2.424831 -12.389764 0.1094 -0.1472 -0.0374
H -2.201482 3.372184 -12.386463 0.4148 0.0617 -0.5219
H -2.268276 2.032804 -11.339695 0.3166 -0.1256 0.0197
H -3.949522 2.199554 -13.570453 0.1588 0.1839 -0.0607
H -3.516617 0.667672 -12.834707 0.1200 0.1601 0.4130
H -0.769273 2.902346 -14.663975 -0.3071 -0.0655 -0.1371
H 0.133043 1.440856 -14.928660 0.0160 -0.4485 0.3256
C 0.241864 -4.826667 -19.716684 1.0500 -0.3233 0.2957
C 0.769353 -3.762995 -18.720796 -1.4717 0.3477 0.1593
C -0.092175 -2.533911 -19.025917 -0.1155 1.1005 -0.2536
S -0.423906 -2.586006 -20.845859 0.0761 0.1329 1.6378
O 0.307859 -1.543352 -21.509431 0.2430 0.1591 -0.4446
O -1.857903 -2.643266 -21.013872 -0.1136 -0.2738 -0.2952
C 0.352256 -4.196310 -21.097205 0.0110 0.6338 0.2848
H -0.776939 -5.101310 -19.444652 -0.1149 0.1172 -0.1102
H 0.853244 -5.727493 -19.650921 -0.0357 -0.0488 -0.1351
H 1.814715 -3.464795 -18.755571 0.1513 -0.4954 -0.4445
H 0.588311 -4.090447 -17.700884 0.0673 -0.0507 0.0851
H 0.334693 -1.569892 -18.736144 0.6742 -0.1985 -0.4515
H -1.059055 -2.409989 -18.534844 -0.2138 -1.0475 -0.1414
H 1.401958 -3.952474 -21.266693 -0.0046 -0.0707 -0.2490
H -0.076279 -4.689506 -21.964716 -0.1627 -0.1016 0.1355
C -4.853955 -1.099781 -19.380391 -1.1679 -0.8100 0.6191
C -3.523509 -0.585509 -18.797751 0.1298 -0.3721 0.0958
C -3.411497 -1.138948 -17.364439 -1.1108 0.5956 -0.5426
S -4.112119 -2.771948 -17.381242 0.7045 0.2651 -1.5554
O -5.062486 -2.907745 -16.306244 0.1724 -0.3877 0.0966
O -2.990412 -3.708517 -17.532481 -0.8583 -0.0420 0.2892
C -4.971922 -2.608139 -19.000011 1.5136 0.1345 0.3890
H -5.010643 -1.040942 -20.455631 0.5869 0.2227 -0.0909
H -5.724498 -0.585610 -18.963869 0.2424 0.2555 0.2549
H -3.470935 0.498657 -18.711200 -0.1453 0.0429 -0.2368
H -2.674515 -0.924608 -19.388586 -0.0849 -0.0418 -0.2241
H -4.175313 -0.601783 -16.800365 0.4900 0.2166 0.4792
H -2.412974 -1.071785 -16.933434 -0.2438 -0.1091 0.1100
H -5.916587 -3.130277 -18.885629 -0.2744 0.4407 -0.2000
H -4.317289 -3.129987 -19.700201 -0.0929 -0.3357 0.1301
C 4.041597 -3.613810 -12.220474 -0.3174 0.0690 -1.3356
C 3.650923 -3.753429 -10.759136 0.1117 -1.0910 0.5228
C 2.677198 -2.638960 -10.448882 -0.1482 0.0534 0.5756
S 1.505289 -2.640287 -11.815191 2.1465 -0.9587 -1.3698
O 1.025156 -1.305248 -12.057101 -0.6222 0.0273 0.2533
O 0.602501 -3.782166 -11.741081 0.0150 0.7381 0.3046
C 2.838477 -3.073002 -13.037702 -0.4615 1.0474 0.7694
H 4.457815 -4.510052 -12.680639 -0.2568 -0.2324 0.2392
H 4.826314 -2.868316 -12.359231 0.0064 0.0737 0.4268
H 4.560104 -3.785581 -10.154368 -0.1373 0.6347 0.1851
H 3.192236 -4.712806 -10.497234 -0.1887 -0.0374 -0.5593
H 3.238541 -1.703211 -10.431475 -0.4942 0.2863 -0.1671
H 2.069398 -2.761357 -9.551464 0.2661 -0.0116 0.1319
H 3.078549 -2.078961 -13.414214 0.0152 -0.1026 -0.2437
H 2.403345 -3.635485 -13.858518 0.1242 -0.3178 0.1585
C 6.710104 -1.779458 -18.219101 -0.7138 0.7713 -1.0352
C 5.960393 -1.103652 -17.065715 -0.8555 0.0493 0.1777
C 4.720191 -1.976829 -16.731588 0.8225 -0.5245 -0.1816
S 5.135174 -3.669145 -17.233367 1.2003 0.4602 0.3998
O 4.263513 -4.073499 -18.316595 0.0595 -0.0759 0.3794
O 5.385065 -4.511803 -16.081824 -0.6506 -0.0524 -0.2980
C 6.755176 -3.254228 -17.909705 0.8068 -0.3550 0.6299
H 7.657360 -1.266181 -18.382531 0.2424 -0.4717 0.0746
H 6.141424 -1.629748 -19.144497 -0.0295 0.0495 0.0531
H 5.564991 -0.112341 -17.298072 0.1976 -0.0010 -0.4394
H 6.626515 -0.905513 -16.223363 -0.0849 -0.5698 0.2151
H 3.870722 -1.764855 -17.374693 -0.1131 0.3898 0.3568
H 4.479226 -2.002969 -15.672751 -0.3493 0.0811 -0.0804
H 6.997638 -4.004581 -18.660794 -0.1700 0.4265 -0.4542
H 7.501682 -3.398583 -17.123445 -0.3378 -0.2075 0.2618
```
Forces are in eV/Å.

Output
Kohn-Sham gap = 9.251 eV
Strongest force on any atom = 0.053 Eh/bohr
DFT total energy = -135742.1697 eV
HOMO level = -9.130 eV
LUMO level = 0.120 eV
Charge = 0

Löwdin atomic charge list, values in e, 2 entries: 1.11, -0.53

ORCA calculation (the ωB97M-V functional and the def2-TZVPD basis) on a molecular structure, CHCdLiO2 at a distorted geometry.

XYZ file:
```
6
Properties=species:S:1:pos:R:3:forces:R:3
O 2.283665 1.346979 0.755745 -1.5187 -1.3136 0.4207
C 1.399581 0.653439 0.913153 1.7922 1.5473 -0.2560
H -0.757688 -0.246267 0.684162 -0.0493 -0.5309 -1.2598
O -0.860090 -0.547999 -0.266770 2.3664 2.3121 1.6680
Li 0.230607 0.421883 -1.383740 0.5094 0.3552 -0.0554
Cd -2.296074 -1.628035 -0.702550 -3.1001 -2.3701 -0.5175
```
Forces are in eV/Å.

Output
Kohn-Sham gap = 8.619 eV
Strongest force on any atom = 0.077 Eh/bohr
DFT total energy = -9897.7512 eV
HOMO level = -21.201 eV
LUMO level = -12.582 eV
Charge = +2

Löwdin atomic charge list, values in e, 2 entries: 0.14, 0.05